The following is a quantum chemistry calculation of 2 unconnected molecules or ions with the total composition C4H7IN in a non-equilibrium geometry, from OMol25.

The expectation value of S² is 2.0131. Its energy above the lowest of the compared OMol25 structures with the same formula, charge and spin is 2.103 eV.

ORCA input file:
```
! RIJCOSX wB97M-V def2-TZVPD def2/J DEFGRID3
* xyz 1 3
C 0.413 0.907 0.501
C 0.545 0.696 1.763
C -0.296 1.413 -0.621
C -0.631 -2.297 -0.362
N 0.704 0.325 -0.638
I -1.464 -1.701 1.348
H 1.300 0.006 2.271
H 0.065 1.310 2.398
H -1.428 1.189 -0.595
H -0.091 2.462 -0.784
H -1.347 -2.590 -1.109
H 0.390 -2.688 -0.413
H 1.539 0.316 -1.224
*
```